(1)
An isolated ion of composition C3H2NO3 and charge -1 in a non-equilibrium geometry. Source: the Open Molecules 2025 dataset; level of theory: ωB97M-V/def2-TZVPD.

CARTESIAN COORDINATES (ANGSTROEM)
O -0.8528 -0.1358 -1.8235
C 0.1316 -0.6733 -1.3635
O 1.0257 -1.3637 -1.8111
C 0.4376 -0.1588 0.4090
N -0.0155 1.2266 0.6469
C -0.4958 0.1023 1.4063
O -1.2783 -0.1155 2.2572
H 1.4703 -0.5755 0.4502
H -0.4228 1.6937 -0.1715

- ΔE to the lowest compared entry with this formula, charge and spin (kJ/mol) = 204.2
- HOMO-LUMO gap (hartree) = 0.3018
- HOMO (eV) = -4.05
- total energy (eV) = -10775.6531
- charge = -1

(2)
An isolated ion of composition C5H10ClN2 and charge +1 in a non-equilibrium geometry. Source: the Open Molecules 2025 dataset; level of theory: ωB97M-V/def2-TZVPD.

CARTESIAN COORDINATES (ANGSTROEM)
C 0.6505 -1.0789 -1.1511
C -1.2132 -2.6899 0.4452
C -1.0874 -1.1536 0.5073
C 1.0116 1.6982 -0.7218
C -0.2402 0.9459 -0.2924
N -1.1485 -3.2317 -0.8784
N -0.0802 -0.4925 -0.3447
Cl -2.2925 -2.8496 -1.9869
H 1.5742 -0.7186 -1.5455
H -0.3311 -3.0628 0.8049
H -2.2199 -2.8759 1.0941
H -1.8800 -0.5076 0.3269
H -0.7252 -0.8965 1.4907
H 1.3255 1.3208 -1.7822
H 0.8460 2.7413 -1.0250
H 1.8548 1.5472 -0.0139
H -1.0494 1.1300 -1.0982
H -0.6248 1.2167 0.7160

- ΔE to the lowest compared entry with this formula, charge and spin (kJ/mol) = 700.0
- HOMO-LUMO gap (spin up / spin down) (hartree) = 0.2707 / 0.3234
- HOMO (spin up / spin down) (eV) = -13.57 / -13.82
- total energy (eV) = -20836.6038
- charge = +1

(3)
C17H15F5HfN4O8P2S2 as an isolated structure in a non-equilibrium geometry. Source: the Open Molecules 2025 dataset; level of theory: ωB97M-V/def2-TZVPD.

CARTESIAN COORDINATES (ANGSTROEM)
Hf -0.1497 -1.1432 0.4428
C 1.8399 1.7925 4.6387
C 0.5014 1.2990 5.1744
N 0.1595 -0.0016 4.6445
C -0.2781 -0.1937 3.3980
S -0.6187 -1.8326 2.9365
N -0.5298 0.8681 2.6475
N -0.8979 0.6210 1.3901
C -1.3618 1.5760 0.6228
C -1.4712 3.0013 1.0543
C -1.7378 1.1481 -0.7098
C -2.3613 1.9913 -1.6418
C -2.6796 1.5049 -2.8920
C -2.4040 0.1724 -3.1888
C -1.7894 -0.6079 -2.2277
N -1.4509 -0.1424 -1.0250
H 2.0683 2.7681 5.0561
H 2.6346 1.0997 4.9013
H 1.7898 1.8697 3.5564
H 0.5247 1.2206 6.2616
H -0.2912 1.9885 4.8791
H 0.4361 -0.8304 5.1496
H -1.0363 3.0872 2.0455
H -0.9164 3.6302 0.3596
H -2.5087 3.3320 1.0814
H -2.5596 3.0178 -1.3846
H -3.1233 2.1482 -3.6374
H -2.6558 -0.2525 -4.1460
H -1.5443 -1.6472 -2.4153
O 3.4946 -2.9570 0.2968
P 2.2221 -2.9565 1.2289
O 2.4178 -3.5252 2.5455
O 1.5802 -1.5652 1.1290
O 1.2061 -3.9659 0.3425
P 0.1335 -3.4215 -0.6756
O -0.0986 -4.6147 -1.6680
O -1.0998 -3.0018 0.1007
O 0.6006 -2.1561 -1.3467
H 3.4076 -2.4461 -0.5130
H 0.0823 -5.4666 -1.2693
F 0.7077 0.2883 -6.0427
C 0.9825 0.5137 -4.7488
C 0.4496 1.6223 -4.0990
F -0.3171 2.4940 -4.7743
C 0.6803 1.8088 -2.7470
F 0.1595 2.8961 -2.1504
C 1.3710 0.8646 -1.9732
S 1.4657 0.9875 -0.2568
C 1.9857 -0.1809 -2.6787
F 2.7827 -1.0268 -2.0006
C 1.7862 -0.3730 -4.0320
F 2.3432 -1.4122 -4.6622
O -3.3268 -2.3629 1.6513
C -2.6049 -1.5268 1.3719

- HOMO-LUMO gap (hartree) = 0.2419
- HOMO (eV) = -7.87
- total energy (eV) = -95365.3027
- charge = 0

(4)
CoH3O as an isolated structure in a non-equilibrium geometry. Source: the Open Molecules 2025 dataset; level of theory: ωB97M-V/def2-TZVPD.

CARTESIAN COORDINATES (ANGSTROEM)
Co 0.8158 0.9514 -0.2207
O -0.7264 -0.0442 0.1469
H -1.6077 0.1182 -0.2090
H -0.6211 -1.0235 0.2803
H 2.1394 -0.0020 0.0024

- ΔE to the lowest compared entry with this formula, charge and spin (kJ/mol) = 8.3
- HOMO-LUMO gap (spin up / spin down) (hartree) = 0.3550 / 0.3602
- HOMO (spin up / spin down) (eV) = -15.43 / -16.42
- total energy (eV) = -39713.1410
- multiplicity = 4
- charge = +1

(5)
C5H10N as an isolated structure in a non-equilibrium geometry. Source: the Open Molecules 2025 dataset; level of theory: ωB97M-V/def2-TZVPD.

CARTESIAN COORDINATES (ANGSTROEM)
C -0.9651 0.8499 0.4473
C -0.3186 -0.4556 -0.0365
C 1.2977 -0.6850 0.3694
C -1.6180 -0.9158 -0.3564
C 2.2838 0.1381 -0.4841
N -2.3456 0.3178 -0.0200
H -0.8333 0.9009 1.5790
H -0.5167 1.6813 -0.0505
H 1.2704 -0.2744 1.4433
H 1.4973 -1.7208 0.4356
H -2.0467 -1.6436 -0.9848
H 2.6359 1.1058 -0.2617
H 2.0569 0.1089 -1.5890
H 3.1398 -0.4662 -0.4298
H -2.8946 0.3969 0.8360
H -2.6432 0.6619 -0.8977

- ΔE to the lowest compared entry with this formula, charge and spin (kJ/mol) = 286.1
- HOMO-LUMO gap (hartree) = 0.4133
- HOMO (eV) = -14.67
- total energy (eV) = -6827.2366
- charge = +1

(6)
C43H39As2N6SSn as an isolated structure in a non-equilibrium geometry. Source: the Open Molecules 2025 dataset; level of theory: ωB97M-V/def2-TZVPD.

CARTESIAN COORDINATES (ANGSTROEM)
Sn -1.4701 -0.0571 -0.2270
N -1.7615 -3.1180 3.2148
C -1.5771 -2.0298 2.4691
S -0.6384 -2.1751 0.9975
N -2.1058 -0.9111 2.8812
N -2.0084 0.1830 2.1182
C -2.6788 1.2141 2.4682
C -2.5640 2.4797 1.7538
C -3.1750 3.6035 2.2919
C -2.9738 4.8347 1.6864
C -2.1639 4.8929 0.5655
C -1.6397 3.7104 0.0633
N -1.8325 2.5206 0.6289
H -1.3742 -4.0055 2.9460
H -2.2562 -3.0405 4.0908
H -3.3183 1.1706 3.3468
H -3.7857 3.5112 3.1806
H -3.4214 5.7302 2.0960
H -1.9395 5.8356 0.0867
H -1.0235 3.7218 -0.8231
C -2.0199 2.0906 -4.4327
C -2.8530 1.2412 -5.1392
C -3.1875 0.0179 -4.5815
C -2.6973 -0.3160 -3.3289
N -1.8840 0.5052 -2.6492
C -1.5548 1.6778 -3.1999
C -3.1272 -1.5511 -2.6301
C -3.7671 -2.5909 -3.2870
C -4.2853 -3.6456 -2.5531
C -4.1455 -3.6406 -1.1738
C -3.4433 -2.6054 -0.5940
N -2.9313 -1.5920 -1.3045
H -1.7389 3.0583 -4.8232
H -3.2519 1.5284 -6.1028
H -3.8518 -0.6472 -5.1121
H -0.8792 2.2997 -2.6370
H -3.8653 -2.5856 -4.3620
H -4.8069 -4.4510 -3.0526
H -4.5637 -4.4273 -0.5626
H -3.2818 -2.5734 0.4745
C 2.7841 -0.6172 -0.2465
C 2.8739 0.2052 1.0253
As 1.3607 0.3011 2.3024
C 1.8817 1.8584 3.3299
C 3.0277 1.7217 4.1201
C 3.5285 2.8316 4.7826
C 2.8882 4.0595 4.6773
C 1.7541 4.1896 3.8885
C 1.2520 3.0902 3.2069
C 1.5706 -1.1385 3.5265
C 1.2197 -0.9338 4.8667
C 1.4436 -1.9411 5.7878
C 1.9939 -3.1497 5.3732
C 2.3098 -3.3654 4.0327
C 2.0765 -2.3716 3.1015
As 1.1369 -0.5890 -1.3470
C 1.3820 -2.2358 -2.3162
C 2.5356 -2.3654 -3.0918
C 2.7858 -3.5623 -3.7439
C 1.8928 -4.6211 -3.6269
C 0.7528 -4.4917 -2.8477
C 0.4937 -3.2976 -2.1887
C 1.4949 0.8165 -2.6155
C 1.7594 2.0935 -2.1199
C 1.9699 3.1489 -2.9945
C 1.8962 2.9324 -4.3659
C 1.6171 1.6658 -4.8602
C 1.4040 0.6056 -3.9876
H 2.9396 -1.6774 -0.0499
H 3.5597 -0.2862 -0.9387
H 3.0924 1.2510 0.8119
H 3.6670 -0.1798 1.6702
H 3.5334 0.7698 4.2172
H 4.4210 2.7272 5.3850
H 3.2738 4.9152 5.2148
H 1.2602 5.1475 3.7973
H 0.3808 3.2051 2.5740
H 0.7932 0.0099 5.1828
H 1.1917 -1.7850 6.8278
H 2.1690 -3.9347 6.0969
H 2.7351 -4.3095 3.7203
H 2.2830 -2.5525 2.0534
H 3.2334 -1.5426 -3.1904
H 3.6803 -3.6649 -4.3436
H 2.0902 -5.5497 -4.1451
H 0.0652 -5.3215 -2.7528
H -0.3927 -3.2015 -1.5720
H 1.7990 2.2625 -1.0467
H 2.1869 4.1382 -2.6128
H 2.0519 3.7561 -5.0501
H 1.5652 1.4991 -5.9281
H 1.1782 -0.3803 -4.3744

- ΔE to the lowest compared entry with this formula, charge and spin (kJ/mol) = 89.7
- HOMO-LUMO gap (spin up / spin down) (hartree) = 0.2196 / 0.1669
- HOMO (spin up / spin down) (eV) = -15.81 / -15.12
- total energy (eV) = -192483.5438
- charge = +3

(7)
A 2-piece molecular cluster, C6H9NO overall in a non-equilibrium geometry. Source: the Open Molecules 2025 dataset; level of theory: ωB97M-V/def2-TZVPD.

CARTESIAN COORDINATES (ANGSTROEM)
C -2.6154 -0.0734 -0.1619
C -1.0862 -0.0915 -0.6030
C -0.0367 1.1724 -0.0824
C -0.1472 -0.8970 0.3572
C 1.2664 -1.0073 -0.3087
C 1.2182 0.4937 -0.6496
H -3.0925 0.3314 -1.1895
H -2.9188 -1.3443 0.5297
H -2.8137 0.8284 0.7972
H -1.1198 -0.4429 -1.5602
H -0.1909 2.2609 -0.0964
H -0.6353 -1.6189 1.1602
H 1.4671 -1.7681 -1.2184
H 2.8085 0.0234 -0.0510
H 1.6254 0.9004 -1.4944
N 1.9943 0.0993 0.3692
O -0.0856 0.3192 1.1536

- ΔE to the lowest compared entry with this formula, charge and spin (kJ/mol) = 832.8
- HOMO-LUMO gap (hartree) = 0.3636
- HOMO (eV) = -8.93
- total energy (eV) = -9896.9732
- charge = 0

(8)
C7H12S2 as an isolated structure in a non-equilibrium geometry. Source: the Open Molecules 2025 dataset; level of theory: ωB97M-V/def2-TZVPD.

CARTESIAN COORDINATES (ANGSTROEM)
C 0.7384 1.2691 1.4396
C 1.6799 0.7618 0.6461
C 1.5887 0.7943 -2.2820
C 2.1925 -1.4327 -0.5357
C -1.9439 -1.7946 0.7943
C -2.6629 0.5169 -0.4792
C -0.6843 0.9277 1.5537
S 1.1527 -0.1757 -0.9429
S -1.3413 -0.2856 0.2022
H 0.9442 1.8101 2.3033
H 2.6894 0.8656 0.6826
H 1.8452 0.2120 -3.0569
H 0.9321 1.7479 -2.2619
H 2.5524 -2.1009 -1.3303
H 1.9201 -2.0311 0.3282
H -1.1393 -2.3229 1.2336
H -2.6850 -2.0582 0.1713
H -2.1889 1.4716 -1.0397
H -3.2836 -0.1221 -1.2610
H -0.9877 0.2637 2.4365
H -1.3187 1.6833 1.3982

- ΔE to the lowest compared entry with this formula, charge and spin (kJ/mol) = 963.0
- HOMO-LUMO gap (spin up / spin down) (hartree) = 0.2287 / 0.2257
- HOMO (spin up / spin down) (eV) = -7.16 / -7.06
- total energy (eV) = -29111.6758
- charge = 0